A 8-piece molecular cluster, C44H74N3O30S2 overall at a distorted geometry. Source: the Open Molecules 2025 dataset; level of theory: ωB97M-V/def2-TZVPD.

The net charge is +1. The energy comes out at -4938.70670 hartree. The value obtained for the HOMO energy is -11.873 eV. For the HOMO-LUMO gap, the calculation gives 9.2 eV.

Each line ends with the Mulliken charge.
Positions of all 153 atoms, in Å:
S: -2.48 -0.28 5.95  1.568
S: 1.98 -2.67 0.31  1.171
O: 7.11 1.60 -6.90  -0.351
O: 9.05 -2.57 -2.32  -0.349
O: 2.69 6.18 3.11  -0.409
O: 1.12 4.73 2.46  -0.149
O: 6.49 -0.26 -5.86  -0.240
O: -4.68 8.38 -0.68  -0.514
O: -0.52 3.00 -0.42  -0.529
O: -0.91 -3.41 5.26  -0.466
O: 3.66 3.10 0.28  -0.575
O: -1.92 -1.12 6.96  -0.686
O: -7.48 -7.66 -2.52  -0.348
O: -6.01 -6.93 -0.97  -0.528
O: 4.05 3.08 -1.94  -0.359
O: -2.94 0.04 3.51  -0.259
O: 0.62 6.31 3.99  -0.531
O: -2.59 7.89 0.02  -0.406
O: 7.04 -3.07 -3.13  -0.374
O: -3.75 2.66 3.24  -0.299
O: -4.32 -3.82 1.54  -0.288
O: -2.06 1.11 5.94  -0.714
O: -3.51 6.69 -1.61  -0.374
O: 0.74 -3.40 0.28  -0.514
O: -5.90 -6.21 -3.10  -0.279
O: 3.15 -3.26 -0.24  -0.634
O: 3.46 1.21 -0.91  0.027
O: 1.71 -1.26 -0.38  -0.344
O: -5.43 -1.86 1.55  -0.581
O: 6.68 1.65 -4.69  -0.513
O: -4.57 -2.70 -0.36  -0.409
O: 8.88 -3.84 -4.18  -0.530
N: 0.17 -0.58 5.14  -0.018
N: -0.57 0.78 3.36  0.291
N: -1.25 2.33 1.74  -0.144
C: -2.81 -4.71 4.35  -1.529
C: -6.44 -6.94 -2.09  0.614
C: -0.28 7.15 -0.02  -1.455
C: -4.84 -2.72 0.96  0.666
C: -6.50 -6.67 -4.33  -0.536
C: -2.29 -3.40 4.90  -0.194
C: -2.13 6.32 -1.56  -0.265
C: 1.39 -1.06 2.44  -1.281
C: 3.72 2.53 -0.77  0.328
C: -0.86 2.69 0.64  0.740
C: -3.61 -3.74 -0.65  0.940
C: -3.70 7.72 -0.75  0.575
C: 4.24 2.01 -2.90  0.791
C: 4.47 5.79 1.49  -1.426
C: -3.77 0.95 1.46  -1.076
C: 8.12 -1.74 -1.62  -0.444
C: 7.00 0.95 -9.25  -1.468
C: -2.12 -0.87 4.24  1.063
C: 3.38 5.18 2.33  0.647
C: -4.24 -0.32 6.03  -1.059
C: 2.23 4.58 1.55  0.376
C: -7.83 -7.21 -3.85  0.453
C: 3.36 0.94 -2.32  -0.705
C: 8.38 -3.22 -3.30  0.622
C: -3.66 4.03 2.86  -0.361
C: -0.62 -0.62 3.92  -1.034
C: -8.40 -8.34 -4.67  -1.460
C: 6.45 -0.56 -7.26  -0.548
C: 5.58 -1.60 -1.87  -0.838
C: -2.62 -2.28 3.92  -1.580
C: -4.56 1.87 2.39  -1.225
C: 6.76 1.06 -5.72  0.588
C: -3.81 -4.31 -2.03  -1.559
C: 7.34 0.52 -7.84  0.498
C: -2.65 4.71 3.75  -1.149
C: -1.73 6.77 -0.17  1.232
C: 2.36 -2.13 1.95  -1.280
C: 6.81 -2.47 -1.84  0.226
C: -3.89 -4.71 0.49  -0.393
C: -2.62 0.21 2.16  0.728
C: -1.24 0.92 2.03  -0.743
C: 3.85 2.45 -4.29  -1.769
C: 0.01 -1.57 2.90  -0.633
C: 1.40 5.80 3.26  0.444
H: 6.69 -3.28 -1.12  0.377
H: -6.60 -5.84 -5.03  0.359
H: 6.01 1.39 -9.28  0.351
H: -0.65 0.42 1.26  0.555
H: -7.74 -9.21 -4.63  0.359
H: 3.71 -0.07 -2.54  0.409
H: -2.82 4.42 4.79  0.443
H: -0.04 8.02 -0.63  0.385
H: 3.86 1.60 -4.97  0.332
H: 4.56 3.19 -4.66  0.379
H: 1.88 -0.50 3.24  0.347
H: -0.60 -1.66 2.00  -0.045
H: -4.65 -1.20 5.53  0.340
H: -4.69 -5.41 0.26  0.219
H: -3.71 -2.19 3.93  1.124
H: -3.00 -5.26 0.80  0.413
H: -3.44 1.42 0.54  0.336
H: 2.86 2.91 -4.28  0.452
H: -3.90 -4.60 4.26  0.416
H: 2.32 -3.00 2.60  0.474
H: -3.55 -3.56 -2.78  0.460
H: 0.37 6.32 -0.31  0.286
H: -2.02 5.25 -1.73  0.208
H: -2.71 5.79 3.68  0.457
H: 0.40 1.09 3.27  0.873
H: 1.25 -0.34 1.63  0.432
H: -3.34 4.11 1.81  0.370
H: 2.00 5.12 0.64  -0.196
H: 4.69 -2.20 -2.00  0.369
H: 8.39 0.24 -7.77  0.271
H: -1.60 6.86 -2.35  0.325
H: -0.07 7.41 1.02  0.336
H: -2.36 -2.56 2.90  -0.018
H: 7.71 1.70 -9.60  0.362
H: -2.36 -4.95 3.39  0.200
H: 3.80 4.45 3.03  0.240
H: 3.35 -1.68 1.92  0.466
H: 4.08 6.63 0.92  0.337
H: 5.42 -0.48 -7.61  0.287
H: -5.27 1.29 2.97  0.442
H: 4.87 5.04 0.80  0.272
H: -2.51 -0.74 1.63  -0.476
H: 0.99 -1.39 -1.01  0.261
H: -1.03 1.44 4.03  0.641
H: 2.31 1.02 -2.62  0.347
H: -4.85 -4.59 -2.19  0.282
H: -2.65 -5.54 5.04  0.491
H: -8.52 -8.03 -5.71  0.378
H: 5.28 6.16 2.12  0.401
H: 5.29 1.72 -2.88  0.290
H: -5.16 2.54 1.76  0.535
H: -4.47 0.16 1.15  0.446
H: -1.99 6.01 0.57  -0.392
H: 0.95 0.07 5.07  0.436
H: 0.58 -1.49 5.30  0.490
H: 2.39 3.53 1.31  0.059
H: 8.40 -1.66 -0.57  0.330
H: 6.82 -1.57 -7.44  0.335
H: -4.61 0.58 5.56  0.229
H: 5.65 -0.91 -2.72  -0.114
H: -0.83 -3.85 6.11  0.394
H: -8.56 -6.41 -3.75  0.263
H: 5.48 -1.03 -0.95  0.422
H: 0.10 -2.58 3.29  1.097
H: 7.04 0.09 -9.92  0.385
H: -4.48 -0.38 7.09  0.541
H: -4.64 4.51 2.95  0.469
H: -1.63 4.39 3.50  0.006
H: -2.86 -3.20 5.81  0.484
H: -3.18 -5.19 -2.18  0.354
H: -9.37 -8.65 -4.29  0.362
H: -2.61 -3.31 -0.55  0.015
H: 8.12 -0.75 -2.07  0.283
H: -5.86 -7.44 -4.75  0.290

A 7-piece molecular cluster, C29H45F5N2O27S6 overall at a distorted geometry. Source: the Open Molecules 2025 dataset; level of theory: ωB97M-V/def2-TZVPD.

The energy comes out at -6161.07401 hartree. As for the SMILES: CC(=O)OC(=O)C[C@@](C#N)(CCCC(F)(F)C(F)(F)F)[C@@H](C#N)CC(C)C.O=S1(=O)OCCO1.O=S1(=O)OCCO1.O=S1(=O)OCCO1.O=S1(=O)OCCO1.O=S1(=O)OCCO1.O=S1(=O)OCCO1. The calculation puts the energy above the lowest of the compared OMol25 structures with the same formula, charge and spin at 176.18 kcal/mol. The value obtained for the HOMO energy is -10.209 eV. For the HOMO-LUMO gap, the calculation gives 10.2 eV.

Each line ends with the Mulliken charge.
Positions of all 114 atoms, in Å:
S: -4.59 -3.37 5.98  1.075
S: 4.58 -0.14 -4.68  1.030
S: 7.66 -1.60 1.33  1.154
S: -2.90 7.68 8.13  1.090
S: 8.69 0.42 -3.74  1.149
S: -2.25 5.25 1.54  1.076
F: -7.44 -2.78 -1.41  -0.318
F: -7.37 -1.77 1.35  -0.238
F: -7.63 -0.13 -0.36  -0.277
F: -5.84 -1.23 -2.00  -0.271
F: -5.62 -0.30 0.72  -0.161
O: -3.54 -2.46 6.36  -0.519
O: 7.31 0.73 -3.48  -0.373
O: -3.95 8.43 8.75  -0.536
O: -2.22 6.45 2.31  -0.502
O: 9.26 0.47 -5.06  -0.595
O: -1.46 5.06 0.36  -0.519
O: 1.76 -1.10 0.72  -0.549
O: -2.14 8.65 7.07  -0.322
O: 9.02 -1.03 -3.09  -0.308
O: 6.79 -0.78 0.54  -0.472
O: 6.89 -2.01 2.69  -0.326
O: 3.53 0.74 -5.55  -0.337
O: 9.62 1.31 -2.75  -0.342
O: -6.01 -2.73 6.42  -0.311
O: -3.57 6.67 7.04  -0.312
O: 9.00 -1.20 1.67  -0.556
O: -1.99 3.99 2.53  -0.316
O: -3.80 4.91 1.17  -0.344
O: -4.80 -3.26 4.37  -0.250
O: 5.87 0.48 -4.76  -0.510
O: 4.59 -1.46 -5.62  -0.337
O: 7.73 -3.08 0.66  -0.284
O: 1.40 -3.31 0.12  -0.314
O: -1.92 6.95 8.87  -0.526
O: 0.40 -4.60 -1.49  -0.559
O: -4.59 -4.76 6.33  -0.543
O: 3.96 -0.47 -3.43  -0.543
N: -1.69 -3.70 -4.74  -0.705
N: -2.72 0.28 -0.01  -0.599
C: -2.56 -3.38 -1.15  -1.235
C: 0.52 -3.41 -1.03  0.275
C: -6.67 -2.18 5.28  -0.377
C: -1.73 -2.46 -2.19  0.654
C: -1.72 -0.11 -3.55  -0.738
C: 3.56 -1.91 -0.75  -0.410
C: -2.21 8.08 5.76  -0.295
C: -6.18 -3.01 4.10  0.210
C: -5.12 -3.07 -0.38  -0.959
C: -2.73 -0.38 -1.04  -0.626
C: -1.52 1.45 -3.22  0.179
C: -6.75 -1.09 0.27  0.442
C: 2.19 -2.10 0.05  0.781
C: 3.56 -1.35 -6.61  -0.293
C: -1.77 -3.23 -3.62  -0.297
C: -0.21 -2.16 -1.71  -0.211
C: -4.09 3.57 1.56  0.182
C: 6.44 -3.37 2.60  -0.256
C: -2.46 -1.01 -2.47  1.163
C: 7.43 -4.05 1.66  -0.354
C: -2.92 2.28 -3.01  -0.733
C: -3.49 7.27 5.75  -0.027
C: 10.17 -0.92 -2.25  -0.355
C: 3.38 0.14 -6.84  -0.389
C: -4.11 -3.61 -1.56  -0.614
C: -0.42 1.76 -2.06  -0.765
C: -3.23 3.32 2.79  -0.343
C: -6.27 -2.09 -0.93  0.834
C: 10.10 0.49 -1.68  -0.223
H: 2.65 -1.80 -6.20  0.247
H: -5.15 3.45 1.77  0.345
H: -3.08 2.49 -1.89  -0.069
H: -4.40 -3.21 -2.59  0.488
H: 10.15 -1.68 -1.47  0.288
H: 2.41 0.38 -7.27  0.337
H: 9.38 0.55 -0.86  0.181
H: -2.46 -2.92 -0.09  0.513
H: -5.67 -3.96 0.14  0.398
H: -4.31 -4.75 -1.60  0.408
H: -2.35 -0.16 -4.53  0.299
H: 8.36 -4.30 2.18  0.287
H: -4.37 7.91 5.62  0.308
H: -2.11 -4.45 -1.05  0.583
H: -2.21 8.87 5.01  0.312
H: -3.80 2.90 0.74  -0.161
H: -3.06 2.26 2.97  0.340
H: 3.85 -1.88 -7.51  0.313
H: -0.33 0.91 -1.29  0.120
H: -2.91 3.29 -3.55  0.327
H: -3.49 6.50 4.97  -0.001
H: 5.43 -3.36 2.17  0.178
H: -1.33 7.44 5.62  0.298
H: -6.29 -2.48 3.15  -0.190
H: -6.69 -3.97 4.04  0.263
H: -7.75 -2.24 5.39  0.329
H: 11.06 -1.05 -2.87  0.312
H: -0.57 2.80 -1.58  0.206
H: -4.52 -2.53 0.43  0.376
H: -6.37 -1.14 5.18  0.326
H: -1.06 1.92 -4.18  0.477
H: -3.50 -1.30 -2.91  0.536
H: 11.07 0.84 -1.34  0.308
H: 4.17 0.54 -7.49  0.291
H: 4.20 -1.16 -0.14  0.148
H: 0.44 -1.87 -2.63  0.333
H: -3.82 1.61 -3.33  0.221
H: 7.01 -4.95 1.21  0.327
H: -3.67 3.77 3.68  0.244
H: 3.40 -1.38 -1.78  0.103
H: 6.42 -3.83 3.58  0.309
H: -0.68 -0.52 -3.86  0.227
H: 0.60 1.79 -2.61  0.218
H: 4.20 -2.86 -0.86  0.307
H: -0.14 -1.24 -1.01  0.173

An isolated ion of composition C9H15IN3 and charge +1 at a distorted geometry. Source: the Open Molecules 2025 dataset; level of theory: ωB97M-V/def2-TZVPD.

The net charge is +1. The energy comes out at -813.59031 hartree. As for the SMILES: CCc1ncncc1[C@@](C)(I)[NH2+]C. The calculation puts the energy above the lowest of the compared OMol25 structures with the same formula, charge and spin at 1.72 kcal/mol. The value obtained for the HOMO energy is -13.345 eV. For the HOMO-LUMO gap, the calculation gives 9.3 eV.

Each line ends with the Mulliken charge.
Positions of all 28 atoms, in Å:
I: -2.98 -0.57 -0.24  0.310
N: 1.60 -2.12 -0.22  -0.481
N: 1.50 -1.77 -2.54  -0.539
N: -0.72 1.32 0.44  0.079
C: 0.57 -1.36 0.02  1.226
C: 0.16 -1.24 1.44  -0.780
C: -1.42 1.40 -1.95  -1.768
C: 0.47 -0.94 -2.29  -0.541
C: -1.12 0.48 -0.78  -0.437
C: 0.61 -2.45 2.35  -1.705
C: 0.35 2.31 0.18  -0.781
C: 0.02 -0.55 -1.03  0.723
C: 2.05 -2.21 -1.44  -0.199
H: -0.01 -0.40 -3.13  0.347
H: 0.48 -0.40 2.00  0.478
H: 0.23 -3.37 2.00  0.399
H: -2.27 1.89 -1.62  0.582
H: 1.63 -2.38 2.57  0.405
H: 0.11 -2.26 3.24  0.530
H: -0.24 3.21 0.03  0.389
H: -0.43 0.39 1.04  0.106
H: 0.98 2.02 -0.72  0.307
H: 2.98 -2.73 -1.49  0.433
H: -0.92 -1.20 1.51  0.221
H: -1.80 0.76 -2.72  0.617
H: -0.58 2.02 -2.24  0.349
H: -1.50 1.90 0.78  0.435
H: 1.04 2.37 1.12  0.297

C21H17BN5O5RuS2 as an isolated structure. Source: the Open Molecules 2025 dataset; level of theory: ωB97M-V/def2-TZVPD.

The net charge is +1. The energy comes out at -2376.37337 hartree. The spin multiplicity is 5. The calculation puts the energy above the lowest of the compared OMol25 structures with the same formula, charge and spin at 0.00 kcal/mol. The value obtained for the HOMO energy (spin up / spin down) is -11.442 / -11.514 eV. For the HOMO-LUMO gap (spin up / spin down), the calculation gives 7.8 / 5.9 eV.

Each line ends with the Mulliken spin population.
Positions of all 52 atoms, in Å:
Ru: -0.21 0.71 -0.75  3.106
S: 1.96 1.27 -0.49  0.353
S: -2.15 2.55 1.89  0.010
O: -1.35 2.97 3.00  0.004
O: -1.01 -0.20 -3.53  -0.054
O: -3.04 1.44 2.08  0.001
O: 1.28 -0.28 -3.38  0.054
O: -1.04 2.71 -1.59  0.127
N: 0.25 -0.25 1.23  0.087
N: -1.21 2.25 0.57  0.086
N: 1.45 -0.07 1.84  0.066
N: 3.50 0.91 1.62  0.003
N: -1.89 -0.53 -0.27  0.060
C: -1.15 -0.77 -5.95  0.000
C: -4.43 5.77 0.85  0.003
C: 1.70 -0.86 -5.76  0.000
C: 2.28 0.63 1.14  0.012
C: -3.06 5.03 -1.01  0.006
C: -4.16 -1.76 0.66  0.013
C: -4.01 5.89 -0.47  -0.001
C: -3.00 -1.78 1.41  -0.005
C: 0.89 -0.57 -4.68  0.015
C: -4.17 -1.11 -0.56  0.006
C: -1.87 -1.14 0.94  0.052
C: -0.48 -0.53 -4.77  0.006
C: -2.99 3.92 1.13  0.010
C: -0.35 -1.06 -7.05  0.004
C: -3.92 4.77 1.68  -0.001
C: -0.62 -1.05 1.72  -0.014
C: -0.45 -1.82 2.98  0.006
C: 1.04 -1.11 -6.96  0.003
C: -2.55 4.04 -0.18  0.008
C: -1.55 3.00 -0.48  0.017
C: -3.01 -0.50 -0.99  0.030
B: 0.09 -0.07 -2.71  -0.076
H: -5.17 6.46 1.24  0.000
H: -2.23 -0.73 -6.02  0.000
H: -5.06 -2.25 1.03  0.000
H: 4.16 1.44 1.09  0.002
H: -4.43 6.68 -1.08  0.000
H: -2.98 -2.27 2.38  0.001
H: 3.73 0.60 2.55  -0.002
H: -2.72 5.12 -2.03  0.003
H: -5.06 -1.06 -1.17  0.001
H: 0.59 -1.79 3.30  -0.001
H: -4.25 4.67 2.71  0.000
H: 2.77 -0.90 -5.67  0.000
H: -0.82 -1.26 -8.00  0.000
H: 1.62 -1.34 -7.84  0.000
H: -2.95 0.00 -1.95  -0.005
H: -1.06 -1.37 3.76  0.003
H: -0.76 -2.86 2.85  0.003

One molecule with the formula C6H6 at a distorted geometry. Source: the Open Molecules 2025 dataset; level of theory: ωB97M-V/def2-TZVPD.

The energy comes out at -232.06062 hartree. As for the SMILES: C#CCC#CC. The calculation puts the energy above the lowest of the compared OMol25 structures with the same formula, charge and spin at 103.98 kcal/mol. The value obtained for the HOMO energy is -9.444 eV. For the HOMO-LUMO gap, the calculation gives 10.2 eV.

Each line ends with the Mulliken charge.
Positions of all 12 atoms, in Å:
C: 0.88 0.20 0.86  0.663
C: 0.01 0.49 0.08  -0.099
C: 1.97 -0.05 1.79  -1.274
C: -1.13 -0.21 -1.97  -0.355
C: -1.08 0.75 -0.85  -0.485
C: -1.76 -1.19 -2.27  -0.193
H: -1.14 1.79 -1.17  0.301
H: 2.34 -1.08 1.71  0.300
H: 2.79 0.63 1.58  0.275
H: -2.49 -1.96 -2.25  0.347
H: -2.03 0.52 -0.34  0.225
H: 1.64 0.11 2.82  0.295